Computed, not measured: a structure of composition C48H36AsN4O12PS3Ti, with ωB97M-V/def2-TZVPD.

Energy, eV: -206642.728
Total charge: -2
Energy above the lowest of the compared OMol25 structures with the same formula, charge and spin, kJ/mol: 0.00
F_max, eV/Å: 0.73
HOMO-LUMO gap, eV: 3.71

Each line ends with the Löwdin charge.
CARTESIAN COORDINATES (ANGSTROEM)
Ti 0.26483 0.02950 2.71792  0.9188
O 0.34508 -0.89103 1.08214  -0.1926
C 1.17105 -1.68793 0.43803  -0.3316
C 1.06874 -1.80550 -0.95474  0.0018
C 1.91239 -2.63256 -1.66356  -0.0644
C 2.89969 -3.37307 -1.01098  -0.0920
C 3.00690 -3.27192 0.35955  -0.0487
C 2.15784 -2.44365 1.10096  -0.0983
C 2.30724 -2.36128 2.55273  -0.2578
N 1.76803 -1.46736 3.35877  0.0466
C 2.18414 -1.76722 4.63936  -0.1035
C 2.99119 -2.85276 4.60536  -0.0727
N 3.07329 -3.21536 3.27695  0.1190
H 0.29099 -1.24130 -1.45071  0.0918
H 1.79474 -2.70811 -2.73726  0.1077
H 3.56849 -4.01632 -1.56592  0.0961
H 3.77856 -3.84138 0.86604  0.1035
H 1.87597 -1.16334 5.47388  0.0723
H 3.49168 -3.40455 5.37882  0.1106
H 3.53555 -4.03143 2.91747  0.1397
S -4.45547 1.58655 2.36732  0.4710
C -5.30386 1.21312 0.91594  -0.8122
C -6.69851 1.40502 0.76635  -0.1571
C -7.34742 1.14733 -0.42376  -0.1437
C -6.63537 0.70068 -1.53706  -0.1442
C -5.26465 0.50879 -1.41774  -0.1509
C -4.60368 0.73666 -0.21723  -0.4282
As -2.66725 0.56634 0.10112  1.3171
C -2.41136 2.45374 -0.49195  -0.3431
C -1.97755 3.40916 0.42011  -0.1120
C -1.85582 4.74706 0.05458  -0.0974
C -2.16652 5.15057 -1.23340  -0.1378
C -2.62566 4.20872 -2.14824  -0.1011
C -2.75665 2.88029 -1.77424  -0.1094
C -2.24076 -0.29776 -1.65441  -0.3931
C -2.84657 -1.50959 -1.98118  -0.1573
C -2.57513 -2.15504 -3.18093  -0.1182
C -1.66506 -1.60988 -4.07584  -0.1075
C -1.01081 -0.42944 -3.74500  -0.1044
C -1.29458 0.21127 -2.54611  -0.1514
H -7.24748 1.77229 1.62508  0.0769
H -8.41783 1.31443 -0.49876  0.0804
H -7.13583 0.50034 -2.47731  0.0734
H -4.71760 0.16698 -2.28879  0.0805
H -1.76121 3.12308 1.43945  0.0617
H -1.52099 5.46581 0.79377  0.1057
H -2.06483 6.19049 -1.52437  0.0911
H -2.89141 4.51059 -3.15522  0.0953
H -3.15326 2.17069 -2.49058  0.0951
H -3.55632 -1.95111 -1.28824  0.1056
H -3.07298 -3.08865 -3.41339  0.0949
H -1.46608 -2.10040 -5.02150  0.0887
H -0.27588 -0.00296 -4.41970  0.0889
H -0.77154 1.12941 -2.30344  0.0699
O 3.27847 2.63950 2.86800  0.0924
C 2.38521 2.25097 2.16000  -0.6557
O 1.76450 1.09240 2.33596  -0.2402
C 1.92126 3.00097 0.92656  -0.2329
P 1.70713 1.84170 -0.49968  1.1363
C 1.39467 2.97150 -1.90413  -0.3934
C 0.90813 4.26414 -1.76163  -0.0867
C 0.55571 5.01560 -2.87802  -0.0987
C 0.67709 4.48210 -4.14816  -0.0999
C 1.15519 3.18420 -4.30467  -0.0941
C 1.49906 2.43675 -3.19380  -0.1381
C 3.50933 1.50947 -0.78475  -0.3299
C 4.09033 0.45079 -0.09155  -0.0828
C 5.43150 0.13553 -0.25224  -0.0837
C 6.22287 0.87746 -1.11610  -0.1093
C 5.66349 1.94841 -1.80007  -0.0985
C 4.32099 2.25971 -1.63560  -0.0885
H 2.64458 3.78205 0.69175  0.1008
H 0.94966 3.43385 1.18853  0.0760
H 0.79257 4.69239 -0.77582  0.0927
H 0.17072 6.01862 -2.74461  0.0974
H 0.39073 5.06476 -5.01507  0.0928
H 1.24250 2.75251 -5.29448  0.0954
H 1.85528 1.41850 -3.31651  0.1064
H 3.48950 -0.11771 0.60399  0.0901
H 5.85458 -0.69412 0.30145  0.0980
H 7.27140 0.63625 -1.24293  0.0905
H 6.27441 2.54736 -2.46526  0.0931
H 3.90483 3.10046 -2.17678  0.0983
O -2.65926 -2.63427 4.00447  0.1169
C -1.63917 -2.35847 3.41524  -0.5594
O -1.02463 -1.22727 3.39804  -0.1476
C -0.96225 -3.44455 2.59903  -0.0699
C -0.09807 -4.32124 3.24180  0.0680
C 0.53586 -5.30077 2.50120  -0.1296
C 0.33891 -5.46148 1.14638  0.0662
C -0.55196 -4.59539 0.54848  -0.1065
C -1.20625 -3.59158 1.23582  0.0944
N -0.79477 -4.76316 -0.90880  -0.3222
O -1.67039 -4.09421 -1.40778  0.0869
O -0.10549 -5.57369 -1.49996  0.0667
N 1.50823 -6.19673 3.17486  -0.3492
O 2.07278 -7.03485 2.49341  0.0609
O 1.70505 -6.02983 4.36213  0.0643
H 0.08966 -4.23775 4.30345  0.1403
H 0.85033 -6.22291 0.58001  0.1281
H -1.88632 -2.92837 0.71576  0.1404
O -0.92778 1.43413 2.71995  -0.5345
S -0.63816 2.37445 3.97091  0.1540
O -1.86595 2.82960 4.53760  -0.3381
O 0.26751 3.40479 3.51676  -0.3550
S 0.30599 0.99942 5.11665  0.4236

Cartesian forces (eV/Å) of the 3 atoms listed first:
Ti 0.19 -0.11 0.34
O 0.14 -0.22 0.07
C 0.21 0.02 0.05